The molecule C5H8O2. Source: OMol25; level of theory: ωB97M-V with the def2-TZVPD basis set.

Orbital gap: 10.46 eV
Relative energy (zero: lowest compared OMol25 entry of this formula, charge and spin): 2.131 eV
HOMO level: -9.6 eV
Energy: -9407.7013 eV
Spin multiplicity: 1

Each line ends with the Löwdin charge.
CARTESIAN COORDINATES (ANGSTROEM)
C: 1.253 1.471 1.442  0.0147
C: 1.603 0.745 0.386  -0.1455
C: 0.650 0.408 -0.726  -0.2231
O: -0.672 0.594 -0.248  -0.1479
C: -1.608 -0.402 -0.506  -0.1852
C: -1.176 -1.830 -0.210  -0.2323
O: -0.291 -2.136 0.549  0.0684
H: 0.251 1.882 1.534  0.0633
H: 1.950 1.667 2.248  0.0541
H: 2.607 0.335 0.291  0.1005
H: 0.828 -0.622 -1.058  0.1140
H: 0.828 1.054 -1.601  0.1284
H: -2.004 -0.356 -1.534  0.1266
H: -2.451 -0.201 0.175  0.1409
H: -1.770 -2.607 -0.742  0.1233